Record 1
A single C5H8F2O molecule at a distorted geometry, computed with the ωB97M-V functional and the def2-TZVPD basis.

Structure (XYZ):
```
16
Properties=species:S:1:pos:R:3:mulliken_charge:R:1
C 0.0336 -0.1703 -0.5351 1.751
H -1.7935 -0.8146 0.5026 0.371
H -0.2408 -0.3033 -2.4043 0.338
C 0.1695 1.2783 0.0085 -1.322
F -0.1307 0.4346 2.2367 -0.302
O 0.5227 -0.3278 -1.8469 -0.582
H 0.7501 1.9529 -0.6153 0.323
H -0.8168 1.7053 0.2361 0.310
F 1.8255 1.2636 1.9304 -0.353
H 1.9962 -0.7658 0.0696 0.359
H 0.6844 -1.5626 1.1147 0.324
H -2.0068 -0.1013 -1.1027 0.474
C -1.3706 -0.7522 -0.5037 -1.805
C 0.7968 0.6242 1.2865 1.127
C 1.0176 -0.6897 0.5366 -1.405
H -1.4373 -1.7713 -0.9135 0.391
```

Values from the calculation:
energy	-12796.690	eV
structure (SMILES)	CC1(O)CC(F)(F)C1
highest occupied orbital energy	-10.4	eV
max |F|	1.6	eV/Å
E_LUMO	0.7987	eV
relative energy (zero: lowest compared OMol25 entry of this formula, charge and spin)	0.7	kcal/mol



Record 2
A single C7H7NO4 molecule at a distorted geometry, computed with the ωB97M-V functional and the def2-TZVPD basis.

Structure (XYZ):
```
19
Properties=species:S:1:pos:R:3:mulliken_charge:R:1
C -1.0383 2.1432 0.3676 -0.182
O -1.4991 0.1529 1.3732 -0.573
H 0.1118 3.7214 0.8416 0.250
H -1.1784 -2.8247 -1.5824 0.501
O 2.3783 -0.8597 1.8823 -0.527
C 1.3740 -0.7839 1.2380 0.226
H -2.1054 2.3965 0.5621 0.358
C 0.7203 -1.9812 0.6379 0.480
O 0.7941 0.3924 0.8951 -0.404
C 0.0091 3.0952 -0.0554 -0.856
H -0.3281 3.8310 -0.7851 0.346
O -0.1291 -1.7259 -0.3392 -0.236
H -0.2951 -4.9101 -0.0435 0.500
N -0.7528 0.9681 0.9476 0.788
C 0.9296 -3.3552 0.8168 -0.243
H 1.5786 -3.7462 1.6447 0.381
C -0.6153 -2.9068 -0.7517 -0.468
C -0.0019 -3.9533 -0.0685 -0.602
H 1.0106 2.5315 -0.4050 0.260
```

Values from the calculation:
energy	-17046.555	eV
structure (SMILES)	C/C=[N+](/[O-])OC(=O)c1ccco1
highest occupied orbital energy	-8.9	eV
max |F|	4.0	eV/Å
E_LUMO	-0.3958	eV
relative energy (zero: lowest compared OMol25 entry of this formula, charge and spin)	109.7	kcal/mol



Record 3
A molecular structure, C32H24N4O2S8Tc at a distorted geometry, computed with the ωB97M-V functional and the def2-TZVPD basis.

Structure (XYZ):
```
71
Properties=species:S:1:pos:R:3:mulliken_charge:R:1
Tc 0.2235 0.5800 -0.0636 0.309
S -0.2986 -3.4074 -3.8246 -0.045
H 0.9683 3.4436 -4.2758 0.471
H 1.2345 -1.1164 1.1234 -0.054
C 0.0645 -0.0046 2.6092 -1.585
C -3.7393 -0.8330 -4.5423 -0.796
C -1.3318 -1.9687 3.0489 -0.811
H -2.4305 4.7124 4.1404 0.498
H -2.0565 -2.6485 3.4625 0.562
N 3.6300 -0.5581 0.0795 -0.166
C 0.3426 -1.0650 1.7599 0.509
H 1.4435 -5.0315 -4.2781 0.506
C -2.1424 -2.1972 -0.7670 -0.356
C -1.2267 -1.6635 -1.8353 3.430
C 1.6390 -4.0829 -2.3067 -0.966
H 3.1318 -0.4712 0.9518 -0.046
C 1.0950 -4.3376 -3.5329 -0.616
C 3.3348 1.7761 2.6416 -0.459
S -1.3588 3.0662 2.6983 -0.044
C -2.0433 -1.1379 -2.9974 -1.226
H 2.5212 -4.5777 -1.9337 0.480
H 1.2256 2.6243 5.1662 0.564
S 2.6242 -0.0185 4.3281 0.027
C -1.2501 2.8266 -1.6390 0.508
C 3.0767 1.4146 -3.0679 -0.315
H 3.2898 2.5461 1.8872 0.598
H -3.1162 -0.3960 -0.0869 0.647
N -2.3270 2.8359 -0.8440 -0.263
H 4.5515 -0.9593 0.1226 0.274
S -2.3391 -3.8788 -0.5133 -0.125
H 3.2399 1.9014 -4.0124 0.500
C -3.8702 -2.2885 0.7690 -1.006
O -0.5086 -0.5180 -1.3386 -0.421
C 0.0806 2.3846 3.3589 -1.035
C -3.0241 -1.4704 -0.0190 -0.271
C -3.3062 -1.4929 -3.3606 -0.295
S -1.1879 -0.3881 3.6828 -0.092
C 2.2327 1.1057 3.0903 -0.573
C 0.8972 -3.1172 -1.5871 -0.204
C 4.2762 0.4099 4.2537 -0.597
H -3.9023 -2.2062 -2.8135 0.601
H 4.9803 -0.0636 4.9150 0.522
N 2.0680 0.7576 -1.0960 1.119
C -2.7972 0.0147 -5.0382 -0.544
H -0.4107 -3.1362 1.4950 0.726
C -0.6028 3.8631 5.0013 -0.842
C 0.4084 3.1405 -3.4099 -0.117
N -0.1633 2.1076 -1.4298 1.006
C -0.1861 -2.6575 -2.2856 -0.815
C 3.2369 0.1535 -0.9797 0.350
C 4.5154 1.3695 3.3159 -0.705
C 0.8196 1.3103 2.6161 4.186
C 0.7764 2.2770 -2.4325 -0.820
S -1.3708 0.0161 -4.0901 0.137
S 4.2640 0.4074 -2.3583 -0.167
H -3.1106 3.4370 -1.0361 0.252
C -1.5900 4.0435 4.0848 -0.492
H -4.7040 -0.9855 -4.9983 0.464
C -3.6098 -3.6155 0.5946 -0.580
H -4.6417 -1.9132 1.4207 0.461
H 5.4924 1.7842 3.1285 0.470
H -4.1032 -4.4536 1.0546 0.513
C 0.3639 2.9086 4.5828 -0.191
H -0.5571 4.3931 5.9383 0.463
H -2.8613 0.6359 -5.9149 0.507
C -0.4728 -2.1998 2.0219 -0.841
O 0.8938 1.7111 1.2351 -0.801
H 1.1501 -2.7911 -0.5902 0.454
H -2.2785 2.4214 0.0736 -0.163
S -1.1567 3.7640 -3.0947 -0.159
C 1.9839 1.5074 -2.2586 -0.512
```

Values from the calculation:
energy	-132494.932	eV
highest occupied orbital energy (spin up / spin down)	-13.5 / -13.5	eV
max |F|	2.1	eV/Å
E_LUMO (spin up / spin down)	-7.3884 / -7.0548	eV
charge	+2
multiplicity	2
relative energy (zero: lowest compared OMol25 entry of this formula, charge and spin)	23.1	kcal/mol



Record 4
2 unconnected molecules or ions with the total composition C3H8N2S2 at a distorted geometry, computed with the ωB97M-V functional and the def2-TZVPD basis.

Structure (XYZ):
```
15
Properties=species:S:1:pos:R:3:mulliken_charge:R:1
H 1.3542 2.9478 -0.6523 0.299
C -0.7993 -0.2850 1.4732 -0.350
C 0.8659 2.1643 -1.2941 -1.018
H -0.3983 -2.2625 0.0700 0.281
H -0.3134 -0.9854 2.1669 0.261
H -0.0789 -3.8234 1.2290 0.085
H 1.5287 1.7587 -1.9754 0.352
N -0.0306 -0.0381 -0.6358 0.154
H -1.8239 -0.1032 2.0203 0.250
N -0.7942 -0.7637 0.1748 -0.751
S 0.1182 1.4187 1.4050 -0.179
H 0.0565 2.8319 -1.9692 0.234
C 0.3227 1.1671 -0.3660 0.540
H -0.2144 -0.4100 -1.5759 0.301
S 0.2068 -3.6172 -0.0705 -0.459
```

Values from the calculation:
energy	-27887.950	eV
highest occupied orbital energy (spin up / spin down)	-7.5 / -7.5	eV
max |F|	4.5	eV/Å
E_LUMO (spin up / spin down)	0.2505 / 0.2503	eV
relative energy (zero: lowest compared OMol25 entry of this formula, charge and spin)	86.4	kcal/mol



Record 5
A single ClH2O3PS molecule at a distorted geometry, computed with the ωB97M-V functional and the def2-TZVPD basis.

Structure (XYZ):
```
8
Properties=species:S:1:pos:R:3:mulliken_charge:R:1
Cl -0.5368 -1.5453 0.4513 0.137
O 0.8206 -2.5847 0.6107 -0.391
O 0.7430 1.4173 1.2482 -0.374
S -0.9432 0.0879 3.3295 -0.279
P -0.6453 0.7713 1.5352 0.778
H 0.6591 1.8030 0.4427 0.338
H 1.3719 -2.0303 1.2161 0.372
O -1.5451 1.0498 0.4239 -0.581
```

Values from the calculation:
energy	-38820.540	eV
highest occupied orbital energy	-10.0	eV
max |F|	4.8	eV/Å
E_LUMO	-0.7395	eV
relative energy (zero: lowest compared OMol25 entry of this formula, charge and spin)	36.1	kcal/mol



Record 6
A molecular structure, C6H13O4V at a distorted geometry, computed with the ωB97M-V functional and the def2-TZVPD basis.

Structure (XYZ):
```
24
Properties=species:S:1:pos:R:3:mulliken_charge:R:1
H -0.7507 -1.2190 2.5821 0.339
H -0.2403 -2.0124 0.3495 0.093
O -0.1144 0.3528 1.4069 -0.003
H 1.8184 0.8563 2.0848 0.359
H -1.9363 0.0401 2.1967 0.258
C 1.2875 0.1018 1.4845 -0.497
H -0.2498 0.5068 -2.9197 0.326
H 0.4902 -3.1324 -0.9147 0.317
C -1.9692 1.0914 -1.8819 0.152
C -0.8948 -0.1323 2.4885 -0.834
H 1.4465 -0.8604 2.0007 0.437
O 0.2816 1.7122 -1.3289 -0.775
H 2.9024 0.1546 0.0674 0.281
C -0.5830 1.4085 -2.3574 -0.324
H -0.0030 -1.3591 -1.1661 -0.018
C 0.4661 -2.1108 -0.4984 -0.259
V -0.6593 2.0091 0.3487 0.081
H -0.5492 0.3125 3.4334 0.290
H -0.6900 2.1951 -3.1355 0.370
H -2.7028 0.7126 -2.6182 0.375
H 1.2748 0.0807 -0.8697 0.161
O -2.2044 1.0167 -0.6814 -0.417
C 1.8178 -0.0175 0.0749 -0.207
O 1.7622 -1.7077 -0.1461 -0.505
```

Values from the calculation:
energy	-40304.758	eV
highest occupied orbital energy (spin up / spin down)	-4.7 / -9.4	eV
max |F|	5.6	eV/Å
E_LUMO (spin up / spin down)	0.3000 / 0.3100	eV
multiplicity	5
relative energy (zero: lowest compared OMol25 entry of this formula, charge and spin)	21.3	kcal/mol